Entry 1:
Computed, not measured: 2 unconnected molecules or ions with the total composition C2H7N2O at a distorted geometry, with the ωB97M-V functional and the def2-TZVPD basis.

For the molecular weight, the calculation gives 75.1 g/mol. The calculation puts the frontier orbital gap at 0.4073 hartree. For the HOMO energy, the calculation gives -15.120 eV. Its energy relative to the best compared isomer or geometry (same formula, charge and spin) is 5.104 eV. The largest force on an atom comes out at 0.09629 Eh/bohr. The multiplicity is 1. The net charge is +1.

Each line ends with the natural charge from an NBO analysis.
CARTESIAN COORDINATES (ANGSTROEM)
1 C 0.23373 0.58279 -0.97720  -0.11
2 C 0.54534 -0.36278 0.13653  0.50
3 N 1.20570 0.58002 0.77084  -0.22
4 N 0.07067 -1.58338 0.18643  -0.71
5 O 0.93872 1.62101 -0.12485  -0.28
6 H 0.73083 0.47436 -1.84897  0.24
7 H -0.80699 0.68668 -1.10507  0.24
8 H -2.20892 0.88583 0.14285  0.05
9 H 1.73293 0.85066 1.65083  0.47
10 H 0.10271 -2.11327 1.06497  0.43
11 H -0.65232 -1.88097 -0.36690  0.43
12 H -1.89240 0.25905 0.47054  -0.05

Forces on atoms 1 to 3 (eV/Å):
C 0.4 0.9 3.3
C -0.7 0.7 -1.7
N 0.6 0.0 1.5

***

Entry 2:
Computed, not measured: 3 unconnected molecules or ions with the total composition C32H58BrINO6PS at a distorted geometry, with the ωB97M-V functional and the def2-TZVPD basis.

For the molecular weight, the calculation gives 822.7 g/mol. The calculation puts the frontier orbital gap at 0.2860 hartree. For the HOMO energy, the calculation gives -8.172 eV. The largest force on an atom comes out at 0.14087 Eh/bohr. The multiplicity is 1.

Each line ends with the Mulliken charge.
CARTESIAN COORDINATES (ANGSTROEM)
1 C 4.21048 0.57118 -2.51684  -1.07
2 C 3.95799 1.68564 -3.50184  0.33
3 C 4.36895 3.27297 -3.22616  0.49
4 C 5.87242 3.38113 -2.58178  -0.69
5 C 6.99128 2.38458 -3.24378  -0.60
6 O 6.89777 2.21435 -4.70141  -0.17
7 C 7.54465 0.92354 -5.10930  -0.18
8 C 9.03614 0.70744 -4.45419  -0.86
9 C 4.15073 4.09499 -4.62702  -0.04
10 P 4.93270 5.83978 -4.67494  0.03
11 O 4.91691 6.62413 -3.11185  -0.46
12 Br 7.15159 5.53012 -5.26172  -0.25
13 C 2.58523 4.25739 -5.10172  -0.94
14 I 2.31292 2.97854 -6.85589  0.03
15 C 1.47814 4.05628 -3.90754  0.48
16 C -0.00715 4.67089 -4.22085  -0.83
17 C -0.90282 3.84437 -5.31011  -0.63
18 C -0.89328 2.21519 -5.14366  -0.10
19 N -2.12857 1.71697 -4.36418  -0.41
20 C -1.97889 0.19875 -4.13513  -0.67
21 C -0.97206 0.07735 -2.80989  0.18
22 C -1.29656 1.12329 -1.57752  -0.28
23 C -0.30269 1.00623 -0.24355  -0.46
24 C 0.92823 -0.10216 -0.24771  -0.31
25 C 1.21273 -1.12755 -1.52112  -0.35
26 C 0.22465 -1.04323 -2.82642  0.39
27 O 0.39321 -1.93881 -3.98835  -0.57
28 O 2.00000 4.84414 -2.74031  -0.50
29 S 3.19024 3.96600 -1.89454  1.09
30 O 2.47221 2.86516 -1.07887  -0.44
31 O 3.95638 4.85210 -0.83719  -0.68
32 H 4.12140 0.67841 -1.35480  0.19
33 H 4.45069 -0.48628 -3.01621  0.21
34 H 3.42199 1.34098 -4.51100  0.01
35 H 6.33081 4.45743 -2.55863  0.34
36 H 5.76713 3.04960 -1.43970  0.35
37 H 6.89108 1.30343 -2.76425  0.33
38 H 8.05350 2.78999 -2.87962  0.28
39 H 6.88687 0.00017 -4.73950  0.17
40 H 7.69161 0.85776 -6.29129  0.29
41 H 9.66556 1.70619 -4.35017  0.24
42 H 9.70619 -0.08508 -5.02445  0.32
43 H 8.93746 0.28760 -3.34177  0.23
44 H 4.70852 3.46180 -5.47173  0.54
45 H 5.86056 6.90630 -2.89594  0.31
46 H 2.45264 5.38045 -5.48460  0.58
47 H 1.46242 2.93024 -3.51124  0.19
48 H -0.62783 4.66870 -3.20283  0.29
49 H 0.08860 5.80769 -4.52406  0.32
50 H -2.03370 4.18814 -5.14556  0.35
51 H -0.58623 4.20895 -6.39357  0.25
52 H 0.11107 1.75724 -4.75165  0.05
53 H -1.04295 1.76879 -6.24109  0.22
54 H -2.89514 1.76462 -5.09397  0.30
55 H -3.05034 -0.28297 -3.92475  0.33
56 H -1.50418 -0.35423 -5.06301  0.24
57 H -2.17517 1.91282 -1.60437  0.29
58 H -0.44946 1.70186 0.71344  0.28
59 H 1.68430 -0.19698 0.67056  0.31
60 H 2.11181 -1.90574 -1.49918  0.29
61 H 1.36456 -1.83891 -4.28801  0.34
62 C -0.47616 -2.97360 1.58417  -1.14
63 C -1.47788 -1.92076 2.03257  -0.31
64 C -0.97251 -1.05938 3.19325  -0.36
65 C -0.68427 -1.81466 4.49571  -1.00
66 C -1.86438 -2.59924 5.07505  -0.35
67 C -3.04054 -1.71745 5.46310  -0.67
68 H -0.26597 -3.69587 2.37801  0.37
69 H -0.87368 -3.52899 0.72804  0.36
70 H 0.46692 -2.51055 1.27743  0.15
71 H -2.42474 -2.40209 2.29602  0.39
72 H -1.69360 -1.26230 1.18148  0.22
73 H -1.70576 -0.26710 3.38609  0.35
74 H -0.05359 -0.54712 2.88072  0.18
75 H -0.33823 -1.09022 5.24420  0.39
76 H 0.15282 -2.50472 4.33837  0.35
77 H -1.51944 -3.13153 5.96983  0.40
78 H -2.19645 -3.36775 4.37027  0.21
79 H -2.73967 -0.96541 6.19928  0.31
80 H -3.83503 -2.32591 5.90843  -0.10
81 H -3.46468 -1.20336 4.59585  0.30
82 C -9.20605 -3.96113 8.07541  -1.22
83 C -7.81305 -3.40079 7.83342  -0.38
84 C -7.26385 -3.72358 6.44104  -0.23
85 C -7.07572 -5.21440 6.13775  -0.72
86 C -6.16122 -5.97115 7.10465  -0.39
87 C -4.73077 -5.45607 7.10737  -1.09
88 H -9.21517 -5.05394 8.03395  0.28
89 H -9.56250 -3.66451 9.06758  0.38
90 H -9.91522 -3.57961 7.33419  0.29
91 H -7.13070 -3.76328 8.60843  0.26
92 H -7.85374 -2.30974 7.94486  0.36
93 H -6.30777 -3.20209 6.31250  -0.10
94 H -7.93935 -3.30046 5.68660  0.38
95 H -6.67403 -5.31064 5.12081  0.36
96 H -8.05416 -5.70837 6.12057  0.33
97 H -6.14901 -7.02832 6.81276  0.34
98 H -6.56683 -5.93841 8.12053  0.24
99 H -4.29088 -5.51738 6.10697  0.28
100 H -4.11571 -6.05970 7.78345  0.40
101 H -4.67478 -4.41810 7.44766  0.21

Forces on atoms 1 to 3 (eV/Å):
C -0.9 2.6 -3.3
C 0.6 -3.1 2.9
C -0.4 -1.4 -1.1

***

Entry 3:
Computed, not measured: a molecular structure, C6H9IO2 at a distorted geometry, with the ωB97M-V functional and the def2-TZVPD basis.

For the molecular weight, the calculation gives 240.0 g/mol. The calculation puts the frontier orbital gap (spin up / spin down) at 0.2052 / 0.2289 hartree. For the HOMO energy (spin up / spin down), the calculation gives -4.826 / -9.134 eV. Its energy relative to the best compared isomer or geometry (same formula, charge and spin) is 1.771 eV. The largest force on an atom comes out at 0.09227 Eh/bohr. The multiplicity is 3. As for the expectation value of S²: 2.013.

Each line ends with the natural charge from an NBO analysis.
CARTESIAN COORDINATES (ANGSTROEM)
1 C -0.58205 2.65721 -0.09097  -0.40
2 C 0.60780 1.88556 0.39738  -0.37
3 C -0.29560 -2.14970 0.53324  -0.17
4 C -1.05624 -2.21468 -0.77496  -0.11
5 C -0.29386 1.27966 -0.67209  -0.37
6 C -0.95388 0.00560 -0.42483  0.26
7 O -0.51938 -0.87722 1.07752  -0.33
8 O -0.76916 -1.00118 -1.30700  -0.53
9 I -3.01483 0.15884 0.09766  0.11
10 H -1.27684 2.90369 0.67073  0.23
11 H -0.26338 3.55939 -0.52464  0.22
12 H 1.63991 2.09042 0.06488  0.21
13 H 0.50752 1.47526 1.33840  0.21
14 H -0.63138 -2.93049 1.20256  0.19
15 H 0.74266 -2.54474 0.35323  0.23
16 H -0.68716 -2.86363 -1.58410  0.21
17 H -2.19416 -2.14854 -0.73154  0.20
18 H 0.27066 1.33390 -1.55864  0.21

Forces on atoms 1 to 3 (eV/Å):
C 1.4 -0.7 0.7
C 0.6 0.0 -1.3
C -0.7 -1.9 0.9

***

> The highest largest force on an atom belongs to which entry?

C32H58BrINO6PS

***

> Look up the molecular weight of the third one.

240.0 g/mol